The following is a quantum chemistry calculation of a cluster of 12 separate species, C32H48Cl8O24 in total at a distorted geometry, from the OMol25 dataset.

Structure (XYZ):
```
112
Properties=species:S:1:pos:R:3:forces:R:3
O 0.40297 -22.27042 -12.51830 0.08 0.00 -0.08
C 0.28080 -21.46962 -11.65158 -0.05 0.17 -0.21
O 1.11818 -20.43645 -11.41551 0.22 -0.42 0.09
C 0.77451 -19.81591 -10.18581 -0.21 0.09 0.60
C -0.58145 -20.44080 -9.81778 0.25 1.10 0.46
O -0.75204 -21.45008 -10.78505 -0.51 -0.30 0.04
H 1.48674 -20.03416 -9.38637 0.31 0.07 -0.37
H 0.70372 -18.74420 -10.36008 0.14 -0.02 0.11
H -1.32648 -19.63891 -9.84890 -0.42 -0.50 -0.46
H -0.60968 -20.85636 -8.81147 0.20 -0.19 -0.19
O 0.90191 -21.30820 -7.10026 0.49 -0.34 -0.02
C 1.62734 -21.10796 -6.16980 -0.42 1.20 -0.28
O 2.60944 -20.18013 -6.14689 0.21 -0.52 0.19
C 3.19663 -20.18694 -4.83534 0.30 0.99 0.76
C 2.12779 -20.84523 -3.98879 0.42 0.27 0.08
O 1.42758 -21.61929 -4.95204 -0.14 -1.06 0.21
H 4.17694 -20.64848 -4.75068 -0.21 -0.55 -0.76
H 3.38752 -19.16999 -4.48363 -0.32 0.17 -0.46
H 1.40474 -20.14049 -3.56712 0.17 -0.05 0.22
H 2.59029 -21.46058 -3.21657 -0.34 -0.14 0.01
O 3.63765 -14.00191 -1.28951 0.44 -0.51 0.12
C 3.51406 -15.18450 -1.39552 -1.03 1.59 0.04
O 3.05386 -15.98305 -0.41783 0.14 -1.04 0.33
C 3.09296 -17.35062 -0.88159 -0.75 -0.02 -0.44
C 3.17148 -17.16459 -2.39319 0.98 -1.53 -0.21
O 3.64849 -15.84901 -2.54628 0.23 -0.10 -0.67
H 3.92277 -17.90773 -0.45335 0.22 0.29 0.05
H 2.18529 -17.90643 -0.65247 -0.08 0.35 0.45
H 2.25610 -17.38593 -2.94275 -0.27 0.75 0.27
H 3.89390 -17.86820 -2.82319 0.23 0.26 0.07
O -2.56439 -20.31679 -1.13930 -0.06 0.36 0.03
C -2.43689 -20.71945 -2.25038 -0.19 -0.88 -0.24
O -3.44038 -20.93222 -3.12804 -0.71 0.55 0.40
C -2.97251 -21.58618 -4.28339 1.50 -0.76 -0.58
C -1.45033 -21.39294 -4.16994 -0.78 0.16 -0.44
O -1.27822 -21.14826 -2.77986 0.61 0.24 0.05
H -3.15644 -22.66288 -4.27274 -0.60 0.15 0.28
H -3.33353 -21.14550 -5.20849 -0.39 0.13 0.23
H -1.16411 -20.51730 -4.75762 0.40 -0.02 0.19
H -0.88162 -22.26579 -4.46487 0.08 0.07 0.01
O -2.28300 -25.00701 -3.22915 -0.55 0.29 0.42
C -1.12533 -25.05582 -3.45067 0.47 -1.20 -1.02
O -0.57765 -25.84662 -4.43392 -0.27 0.86 0.26
C 0.73272 -25.35668 -4.69477 0.69 -0.70 0.01
C 1.11128 -24.62321 -3.41707 0.08 -0.32 -0.04
O -0.15462 -24.41637 -2.79286 0.04 0.98 0.50
H 1.38849 -26.21824 -4.79871 -0.11 -0.01 -0.36
H 0.77240 -24.75067 -5.59953 -0.19 0.08 0.06
H 1.62494 -23.68321 -3.60171 -0.19 0.10 0.09
H 1.70901 -25.25779 -2.76110 0.03 0.09 0.06
O 4.17929 -22.88482 -6.17289 -0.07 -0.29 0.24
C 4.39045 -24.01755 -5.84809 -0.46 0.87 -0.55
O 5.23739 -24.40067 -4.90950 1.16 -0.08 0.47
C 5.45226 -25.80255 -4.99452 -1.02 -1.04 -0.26
C 4.16275 -26.28643 -5.74046 1.38 0.72 0.91
O 3.76846 -25.07205 -6.38584 -0.73 -0.75 -0.47
H 6.30850 -26.11086 -5.59330 0.33 0.67 0.11
H 5.54475 -26.19361 -3.98612 0.03 -0.02 0.00
H 3.42808 -26.61083 -5.00690 -0.30 -0.05 -0.31
H 4.40867 -27.04894 -6.47055 -0.33 -0.02 -0.10
O 6.38052 -19.81906 -6.41319 -0.53 -0.24 0.27
C 6.13422 -18.66573 -6.26930 1.41 0.35 -0.80
O 6.42086 -17.73823 -7.21818 -0.72 0.02 -0.02
C 5.95455 -16.45447 -6.79911 0.67 0.45 0.26
C 5.57682 -16.67723 -5.32107 -0.20 1.08 -0.94
O 5.71308 -18.07423 -5.14656 -0.61 -0.31 0.73
H 6.78149 -15.74814 -6.87646 0.09 -0.13 -0.05
H 5.16180 -16.05750 -7.43007 -0.24 -0.49 0.00
H 4.55751 -16.33216 -5.14701 -0.05 -0.31 0.26
H 6.25652 -16.11306 -4.68536 0.00 -0.36 0.31
O 2.60438 -20.46080 -0.53613 0.00 0.44 -0.07
C 1.73934 -21.20789 -0.19279 -0.28 -0.47 -0.45
O 0.41465 -20.97276 -0.31197 0.64 0.39 0.80
C -0.30749 -22.04689 0.26751 -0.28 -1.72 -0.56
C 0.76559 -23.12996 0.50707 -0.66 0.28 -0.11
O 1.99386 -22.45098 0.26466 0.00 0.34 0.18
H -0.84293 -21.88748 1.20267 0.15 1.03 -0.16
H -1.01296 -22.41520 -0.47665 -0.10 0.27 0.10
H 0.65988 -23.93740 -0.21706 0.14 -0.15 0.26
H 0.69844 -23.45694 1.54251 0.40 -0.33 -0.14
Cl 6.07454 -21.44866 -3.36177 0.15 -0.02 0.16
C 5.76044 -20.59894 -1.81902 0.17 -0.20 -0.10
C 5.46072 -21.57460 -0.69987 -0.18 0.20 -0.04
Cl 6.84039 -22.63057 -0.25355 -0.17 0.27 -0.17
H 4.90132 -19.95872 -2.01169 -0.15 -0.08 0.24
H 6.61188 -19.95776 -1.60362 0.11 -0.14 0.01
H 4.62863 -22.21460 -0.97612 0.05 -0.10 0.00
H 5.16226 -21.01885 0.18549 0.10 -0.02 0.07
Cl 5.69437 -22.17043 -10.66843 0.00 -0.21 -0.08
C 4.45536 -21.59555 -9.51886 0.35 0.44 -0.35
C 4.63351 -20.11083 -9.22988 -0.68 -1.02 0.31
Cl 4.38012 -19.04467 -10.63803 0.03 -0.15 0.20
H 4.59349 -22.14654 -8.59055 -0.04 0.06 0.02
H 3.47237 -21.80833 -9.93390 0.06 -0.02 -0.10
H 5.61110 -19.94037 -8.79266 -0.05 0.27 -0.03
H 3.82380 -19.94905 -8.51295 0.28 0.68 0.11
Cl 2.33989 -17.13014 -7.56340 0.06 -0.26 0.03
C 1.13725 -17.22243 -6.25189 -0.72 0.03 -0.55
C 0.45626 -15.88460 -6.06331 0.58 0.06 0.96
Cl 1.62465 -14.71633 -5.38311 0.27 0.19 -0.05
H 1.60623 -17.60685 -5.35052 0.19 0.32 0.07
H 0.36503 -17.94610 -6.52457 0.16 -0.07 -0.26
H -0.29796 -15.99424 -5.28511 -0.21 0.05 -0.22
H 0.06979 -15.41541 -6.96056 -0.11 -0.38 -0.16
Cl -0.30905 -17.77910 -3.08686 0.61 -0.46 -0.34
C -1.20292 -16.88814 -1.87754 -1.53 1.50 0.05
C -0.54346 -15.63319 -1.31414 0.72 -0.63 -0.16
Cl -0.21460 -14.41956 -2.59940 -0.07 -0.41 0.35
H -1.56520 -17.58536 -1.12530 0.28 0.04 0.16
H -2.06580 -16.48524 -2.41307 -0.19 -0.42 0.04
H 0.40020 -15.89643 -0.83711 0.07 0.32 0.02
H -1.19335 -15.14702 -0.59414 -0.12 -0.17 0.06
```
Forces are in eV/Å.

Computed properties:
Charge: 0
Relative energy (zero: lowest compared OMol25 entry of this formula, charge and spin), eV: 0.000
Frontier orbital gap, eV: 9.94
SMILES: O=C1OCCO1.O=C1OCCO1.O=C1OCCO1.O=C1OCCO1.O=C1OCCO1.O=C1OCCO1.O=C1OCCO1.O=C1OCCO1.ClCCCl.ClCCCl.ClCCCl.ClCCCl

Here are the Mulliken charges for atoms 1 to 4, given in e: O -0.537; C 0.615; O -0.345; C 0.511

***

The following is a quantum chemistry calculation of a structure of composition C32H48CrF6N2O5P2S3Se at a distorted geometry, from the OMol25 dataset.

Structure (XYZ):
```
100
Properties=species:S:1:pos:R:3:forces:R:3
Cr 1.17645 0.63286 0.69617 -0.29 -0.64 0.53
C 4.00141 3.42049 -2.12685 -0.32 -0.07 0.11
C 3.42101 2.66572 -0.93259 -0.22 -0.12 0.10
C 4.56690 2.19860 -0.02218 -0.12 -0.22 0.10
P 2.27610 1.21759 -1.25821 0.82 0.68 -1.26
C 3.06351 0.17543 -2.59086 -0.13 -0.07 0.39
C 2.04347 -0.89764 -2.95141 -0.01 0.12 0.06
C 4.34415 -0.49211 -2.10906 -0.01 0.13 -0.01
C 0.77237 1.78773 -2.08852 -0.14 -0.09 0.24
C 0.67614 2.76381 -3.06364 -0.18 0.01 -0.04
C -0.54454 3.12535 -3.61807 -0.02 0.04 -0.19
C -0.66464 4.29988 -4.54641 -0.02 -0.02 0.16
C -1.67224 2.40027 -3.24212 0.23 0.09 -0.07
C -1.60034 1.39712 -2.30386 -0.10 -0.10 0.17
C -0.39288 1.10961 -1.63448 -0.11 0.33 -0.70
N -0.29108 0.19960 -0.64065 0.66 -0.02 0.54
C -1.47389 -0.35486 -0.14609 -0.78 -0.32 0.03
C -2.37355 0.45517 0.55793 0.00 -0.02 -0.24
C -3.55261 -0.05549 1.06587 -0.04 0.02 -0.19
C -3.87229 -1.39695 0.90079 -0.04 -0.06 0.07
C -5.15370 -1.98531 1.42605 0.09 0.02 -0.01
C -2.98626 -2.19867 0.19414 -0.01 0.17 0.13
C -1.80526 -1.70743 -0.34890 0.36 0.24 -0.30
P -0.77904 -2.61805 -1.57784 -0.47 -0.58 -0.01
C -0.21416 -4.22994 -0.75610 -0.01 0.32 -0.22
C -0.46360 -4.32217 0.74130 -0.14 -0.15 -0.15
C 1.27660 -4.37052 -1.04425 -0.06 -0.07 0.04
C -2.16255 -3.32895 -2.68300 0.36 0.19 0.15
C -2.96101 -2.16082 -3.25245 0.19 -0.12 -0.10
C -3.10232 -4.42580 -2.16400 0.16 0.10 -0.06
H 4.73619 4.13902 -1.76413 0.10 0.04 -0.01
H 3.23922 3.97406 -2.66542 -0.01 0.07 -0.11
H 4.49714 2.73986 -2.81699 0.10 -0.03 -0.08
H 2.77371 3.34274 -0.35581 0.11 -0.09 -0.11
H 5.41715 1.86494 -0.61567 0.04 -0.03 -0.03
H 4.24821 1.37747 0.62118 0.22 0.03 -0.01
H 4.90419 3.01124 0.62156 -0.02 0.07 0.00
H 3.25443 0.82877 -3.45292 -0.06 0.03 0.15
H 1.82225 -1.48295 -2.05859 -0.09 -0.07 -0.05
H 2.43923 -1.56426 -3.71601 0.10 -0.07 -0.12
H 1.11507 -0.46162 -3.31406 -0.08 -0.09 -0.01
H 4.13840 -1.00024 -1.16772 0.09 -0.11 0.13
H 5.15336 0.21746 -1.96518 0.12 0.07 0.07
H 4.67316 -1.23137 -2.83957 0.02 -0.07 -0.06
H 1.56627 3.27029 -3.40524 0.08 0.07 -0.03
H 0.25818 4.47686 -5.09579 0.05 0.01 -0.09
H -0.88317 5.19933 -3.96694 -0.03 0.14 -0.09
H -1.47772 4.15163 -5.25525 -0.02 0.05 -0.11
H -2.62922 2.63827 -3.69352 -0.04 -0.01 -0.02
H -2.49194 0.84741 -2.03371 -0.02 0.04 -0.03
H -2.14005 1.50220 0.69392 -0.04 -0.07 -0.06
H -4.23597 0.60894 1.57971 -0.08 0.03 0.08
H -5.79218 -1.22136 1.86363 -0.06 0.06 0.04
H -4.95243 -2.73939 2.18857 -0.05 -0.04 0.04
H -5.70441 -2.46745 0.61794 -0.09 -0.06 0.01
H -3.25714 -3.22941 0.02976 -0.02 -0.13 0.02
H -0.73649 -5.03737 -1.28287 -0.01 0.09 0.09
H 0.17549 -3.59870 1.24253 -0.01 0.15 0.14
H -0.20268 -5.31975 1.09763 0.05 -0.12 0.08
H -1.50241 -4.12431 1.00002 -0.01 -0.04 0.10
H 1.81958 -3.61763 -0.47651 0.14 0.09 -0.09
H 1.48036 -4.24060 -2.10604 0.12 0.00 -0.11
H 1.63362 -5.35150 -0.73701 0.08 -0.24 0.03
H -1.56446 -3.75342 -3.50113 -0.04 0.02 0.07
H -3.55754 -1.69208 -2.47149 -0.07 0.07 0.06
H -3.63415 -2.49796 -4.03967 -0.11 -0.02 -0.13
H -2.28924 -1.40980 -3.66371 -0.01 0.16 -0.08
H -4.07091 -4.00445 -1.90636 -0.14 0.02 0.08
H -2.71060 -4.93906 -1.28958 -0.02 -0.11 0.08
H -3.26325 -5.17638 -2.93712 -0.11 -0.08 -0.06
F 1.25623 5.24154 0.96335 0.09 -0.10 0.02
C -0.02747 4.95687 1.23207 0.16 0.13 -0.25
F -0.45631 5.87520 2.10557 -0.10 -0.43 0.22
F -0.71627 5.14666 0.09732 -0.08 -0.35 0.15
S -0.13058 3.16363 1.82788 -0.92 3.80 0.07
O 0.41296 2.56820 0.63662 0.26 -0.43 -0.60
O -1.50976 3.02159 2.14662 -0.26 -0.26 0.34
N 0.82539 3.32412 3.05157 0.18 -0.41 -0.16
S 2.23442 2.64121 3.05394 0.40 0.44 1.46
O 3.28265 3.58007 3.27349 0.18 0.22 0.13
O 2.48381 1.66203 2.03609 0.21 -0.45 -0.61
C 2.15544 1.66649 4.66959 -0.08 -0.18 0.47
F 2.68351 0.45404 4.53583 0.16 0.06 -0.32
F 0.90597 1.52186 5.11590 -0.11 0.11 -0.12
F 2.83275 2.27983 5.64738 0.10 0.30 -0.28
O 0.08169 0.83210 2.55839 0.41 -0.33 -0.53
S -0.60099 -0.50877 2.70979 -0.72 -1.56 1.52
C -1.90047 -0.13305 3.96677 0.05 0.03 -0.28
C -1.84771 -1.23683 5.00168 0.14 0.01 0.12
C -0.36556 -1.42053 5.29840 -0.17 -0.07 0.06
C 0.31208 -1.51551 3.94481 0.04 0.03 0.02
H -2.85836 -0.05010 3.46534 -0.01 0.08 -0.06
H -1.61048 0.83248 4.37518 0.00 0.12 0.07
H -2.25700 -2.15838 4.58296 -0.09 -0.07 0.02
H -2.41555 -0.98241 5.89820 -0.10 0.00 -0.06
H -0.17484 -2.31938 5.88746 0.05 0.02 0.03
H 0.00130 -0.55838 5.85664 0.03 -0.04 0.01
H 0.25388 -2.51939 3.52738 0.01 -0.10 -0.07
H 1.35540 -1.22906 3.93511 -0.01 0.05 -0.19
Se 1.99245 -1.47008 1.15552 0.33 -0.21 -0.25
```
Forces are in eV/Å.

Computed properties:
Charge: -1
2S+1: 4
Frontier orbital gap (spin up / spin down), eV: 6.00 / 6.25

Here are the Mulliken charges for atoms 1 to 4, given in e: Cr -0.159; C -1.639; C 1.508; C -1.771

***

The following is a quantum chemistry calculation of a cluster of 13 separate species, C32H48N14O4PS in total at a distorted geometry, from the OMol25 dataset.

Structure (XYZ):
```
100
Properties=species:S:1:pos:R:3:forces:R:3
O -1.64502 0.35956 -2.72433 0.19 0.21 -0.24
P -1.90194 -0.82967 -1.92031 0.32 1.74 -0.57
O -3.43467 -0.99240 -1.50705 0.36 -0.79 0.27
O -1.46238 -2.13401 -2.68517 -0.41 -0.68 0.66
C -0.94358 -0.68602 -0.36468 -0.14 -0.81 0.21
C -0.19684 -1.92490 -0.00872 0.84 -0.07 -0.16
C -0.75796 -2.90109 0.82235 -0.63 0.47 -0.05
N -0.18603 -4.00321 1.19882 0.61 -0.73 0.29
N 1.04800 -4.18125 0.76665 -1.06 0.48 -0.14
C 1.69109 -3.33762 -0.01797 1.37 0.15 0.01
S 3.34703 -3.73908 -0.49054 0.19 -0.53 -0.57
C 1.09718 -2.16442 -0.47849 -0.90 -0.01 0.05
C 1.81367 -1.23587 -1.39917 0.38 0.65 0.34
C 2.71320 -0.23515 -0.65170 -0.17 -1.92 0.59
C 2.85323 -0.33564 0.83675 -0.88 2.96 -1.19
O 2.06033 0.72126 0.06570 0.02 0.59 0.09
H -3.58411 -0.51900 -0.68198 -0.42 0.10 0.02
H -1.65189 -2.93823 -2.16865 0.06 -0.29 -0.35
H -1.60587 -0.41380 0.45281 -0.07 0.11 0.14
H -0.23111 0.11144 -0.51002 0.00 0.39 -0.05
H -1.75918 -2.75216 1.19160 -0.19 -0.10 0.16
H 1.52044 -5.01251 1.09972 0.10 -0.06 0.13
H 4.01201 -3.37913 0.61493 -0.34 0.12 0.29
H 2.44786 -1.77324 -2.09178 -0.10 -0.20 -0.25
H 1.07840 -0.63279 -1.91877 -0.03 -0.05 -0.51
H 3.61806 0.05559 -1.17040 0.00 0.12 -0.22
H 3.69048 0.24245 1.18915 0.41 -0.66 0.71
H 2.06106 -0.62635 1.50211 0.48 -1.29 0.39
C -4.23165 -4.86673 -2.88252 -0.21 0.12 -0.22
C -3.07977 -5.20763 -2.06558 -0.02 0.20 -0.07
N -2.15371 -5.43141 -1.42306 0.18 0.24 0.08
H -4.35919 -5.58300 -3.69117 0.05 -0.10 0.05
H -5.14766 -4.87182 -2.29618 0.21 -0.09 0.08
H -4.11354 -3.87739 -3.32599 0.17 0.00 0.06
C 0.96507 2.39795 -3.64260 -0.38 -0.11 0.00
C 2.33855 2.44022 -3.17001 -0.04 0.08 -0.13
N 3.43102 2.45911 -2.81905 0.11 -0.11 0.09
H 0.91448 1.94850 -4.63264 0.09 -0.01 -0.02
H 0.34844 1.79548 -2.97539 -0.02 -0.01 0.00
H 0.52402 3.39118 -3.69914 0.14 0.07 0.06
C 2.57953 -7.29521 3.70359 0.00 -0.32 0.09
C 2.71323 -5.92563 3.23913 0.04 0.05 0.13
N 2.81684 -4.83480 2.89312 0.00 -0.12 -0.09
H 3.33526 -7.92987 3.24445 0.04 0.07 -0.04
H 2.70117 -7.34223 4.78409 0.01 0.10 0.01
H 1.59652 -7.69042 3.45320 -0.03 0.08 -0.03
C 5.41995 -0.38968 -4.32938 0.02 0.16 -0.27
C 5.43692 -1.30990 -3.20350 0.01 0.07 -0.02
N 5.45097 -2.02645 -2.30740 -0.05 -0.02 0.07
H 5.60944 -0.92066 -5.26035 0.02 -0.09 0.04
H 4.45435 0.10723 -4.40701 -0.02 0.00 0.10
H 6.18468 0.37508 -4.20873 0.01 -0.01 0.09
C 4.38660 4.43143 0.03236 0.07 -0.23 -0.28
C 3.99894 4.79262 1.38571 0.08 -0.04 -0.02
N 3.67481 5.09053 2.44494 -0.04 -0.03 0.10
H 5.43546 4.14687 -0.01762 0.04 0.09 0.08
H 3.79425 3.59394 -0.33383 -0.07 -0.01 0.08
H 4.24190 5.26608 -0.64997 -0.01 0.08 0.07
C 1.17759 6.81114 0.96480 0.06 -0.13 0.36
C 0.69339 7.60128 -0.15406 -0.01 0.01 0.07
N 0.31292 8.22323 -1.03996 -0.04 0.06 -0.09
H 2.06680 6.24940 0.69792 0.01 0.06 -0.12
H 1.43107 7.44482 1.81396 -0.02 0.14 -0.08
H 0.42560 6.09824 1.29861 -0.09 0.03 -0.09
C 5.28172 7.11742 -3.27819 -0.19 0.16 -0.15
C 6.19173 6.29508 -2.49625 0.03 0.06 -0.06
N 6.91409 5.65082 -1.88172 0.01 -0.10 0.07
H 5.04020 6.63093 -4.22123 0.05 -0.07 0.01
H 4.35333 7.29132 -2.73587 0.02 -0.03 0.06
H 5.73141 8.08377 -3.49728 0.07 -0.01 0.04
C 0.91151 -2.74799 4.99503 0.39 -0.31 0.18
C 0.18702 -1.56844 4.55976 -0.03 -0.03 0.16
N -0.39648 -0.64099 4.21758 -0.09 0.01 -0.26
H 1.72471 -2.50287 5.67718 -0.04 0.25 -0.05
H 0.25254 -3.45268 5.49349 -0.18 0.10 -0.03
H 1.34556 -3.25512 4.13754 0.02 0.00 -0.11
C -3.64176 -3.25789 3.31112 -0.04 0.16 -0.10
C -2.61620 -3.86011 4.14725 0.05 0.09 -0.07
N -1.78927 -4.31408 4.79841 -0.01 -0.15 0.02
H -3.76312 -3.79856 2.37555 0.01 -0.15 0.04
H -4.60127 -3.26187 3.81778 -0.02 -0.08 0.08
H -3.38042 -2.22296 3.08594 0.07 0.02 0.11
C -0.93361 11.51112 1.23858 -0.21 0.17 -0.18
C -0.00823 10.73377 2.04524 0.00 -0.03 -0.07
N 0.72524 10.11083 2.66830 0.07 -0.12 0.06
H -1.15002 10.99260 0.30587 0.07 -0.08 0.02
H -1.86958 11.66826 1.77125 0.02 -0.04 0.07
H -0.50938 12.48415 0.99882 0.07 -0.01 0.04
C -8.91054 -4.06567 -2.03061 -0.23 0.21 0.05
C -7.87003 -5.06840 -2.18458 -0.08 -0.05 -0.01
N -7.05445 -5.86439 -2.31415 -0.15 -0.06 0.03
H -9.21046 -3.98376 -0.98766 0.05 -0.07 0.03
H -8.55856 -3.09143 -2.36515 0.07 -0.03 -0.03
H -9.78708 -4.33163 -2.61809 0.03 -0.07 -0.03
C -7.51439 -1.47562 2.59934 -0.16 0.21 0.12
C -6.80634 -2.64295 2.09656 -0.09 0.03 -0.03
N -6.24728 -3.56336 1.70075 0.00 0.02 -0.12
H -8.06573 -0.98641 1.79877 0.02 -0.05 -0.06
H -8.22258 -1.76228 3.37437 0.02 -0.08 0.00
H -6.81799 -0.75485 3.02469 0.06 -0.05 -0.01
```
Forces are in eV/Å.

Computed properties:
Charge: +1
Frontier orbital gap, eV: 8.67

Here are the Mulliken charges for atoms 1 to 4, given in e: O -0.682; P 0.864; O -0.438; O -0.405